(1)
{"formula": "C4H9OPS", "method": "ωB97M-V with the def2-TZVPD basis set", "homo_lumo_gap_ev": 9.26, "smiles": "CC1(C)COPS1", "e_lumo_ha": 0.0235, "symbols": ["C", "C", "C", "C", "O", "P", "S", "H", "H", "H", "H", "H", "H", "H", "H", "H"], "coordinates": [[0.897, 0.943, 0.780], [0.281, -0.255, 0.073], [-0.701, -0.926, 1.068], [-0.415, 0.069, -1.240], [2.057, 1.247, 0.111], [3.209, 0.048, 0.106], [1.586, -1.520, -0.068], [0.249, 1.864, 0.946], [1.146, 0.648, 1.932], [-1.588, -0.306, 1.262], [-0.141, -0.818, 1.969], [-0.933, -1.991, 0.612], [-0.956, -0.794, -1.571], [0.188, 0.593, -1.969], [-1.176, 0.758, -1.197], [3.491, 0.123, -1.219]], "forces_ev_per_angstrom": [[-0.330, -0.106, 3.249], [-1.559, -0.023, 0.723], [-0.392, -0.645, -1.854], [1.335, -0.489, -0.025], [1.544, 1.106, -0.616], [-1.674, -0.832, 1.361], [1.305, 0.849, -0.157], [0.637, -1.105, -0.938], [-0.402, 0.349, -2.384], [-0.146, -0.349, -0.599], [0.122, -1.346, 1.040], [0.169, 2.084, 1.701], [0.355, -0.789, -0.803], [0.779, -0.800, -0.478], [-2.032, 1.872, 1.286], [0.288, 0.224, -1.507]]}

(2)
{"formula": "C4H12O2", "method": "ωB97M-V with the def2-TZVPD basis set", "multiplicity": 2, "charge": 1, "homo_lumo_gap_ev": [11.79, 5.51], "e_lumo_ha": [-0.1242, -0.3550], "symbols": ["C", "O", "C", "C", "C", "H", "H", "H", "H", "H", "H", "H", "H", "H", "H", "H", "H", "O"], "coordinates": [[1.013, -0.071, -0.516], [1.087, 0.488, -1.784], [0.027, 0.736, 0.432], [0.542, 0.600, 1.927], [-0.506, 1.033, 2.881], [0.604, -1.067, -0.336], [2.042, 0.092, -0.207], [0.307, 0.179, -2.287], [-1.001, 0.458, 0.208], [-0.054, 1.838, 0.367], [1.425, 1.240, 2.071], [0.879, -0.449, 2.097], [-0.720, 2.085, 3.127], [-0.214, 0.477, 3.790], [-1.471, 0.564, 2.614], [-1.473, -3.176, -2.489], [-1.995, -1.809, -1.798], [-1.730, -2.255, -2.599]], "forces_ev_per_angstrom": [[2.019, 0.420, -0.351], [-1.843, -0.866, 1.116], [-0.966, 2.750, 1.447], [1.724, -0.618, -1.201], [-1.978, -0.921, 0.875], [0.262, -0.239, -0.984], [-0.137, -0.339, 0.889], [0.056, 0.109, -0.541], [0.027, -0.739, 0.068], [0.585, -0.346, -0.785], [-0.088, -0.302, -0.381], [-0.402, 0.611, -0.059], [0.682, -0.352, -0.482], [-0.175, 0.501, 0.120], [0.204, 0.241, 0.172], [-0.250, 0.183, 0.587], [-0.246, -0.699, 0.488], [0.527, 0.607, -0.976]]}

(3)
{"formula": "C10H14N3O5Rh", "method": "ωB97M-V with the def2-TZVPD basis set", "multiplicity": 5, "charge": 2, "homo_lumo_gap_ev": [6.58, 7.23], "e_lumo_ha": [-0.2241, -0.3931], "symbols": ["O", "C", "Rh", "O", "C", "C", "O", "C", "O", "C", "O", "H", "C", "N", "C", "C", "N", "N", "C", "C", "H", "H", "H", "H", "H", "H", "H", "H", "H", "H", "H", "H", "H"], "coordinates": [[3.600, -3.101, -4.881], [3.319, -2.173, -4.291], [0.199, 0.637, -2.154], [3.165, 0.587, -2.573], [2.032, 0.636, -2.396], [0.102, 2.223, -1.212], [0.041, 3.212, -0.624], [-1.611, 0.260, -2.138], [-2.724, -0.020, -2.156], [0.004, 1.370, -3.840], [-0.114, 1.774, -4.909], [0.281, -0.717, -2.959], [0.467, -2.641, 1.398], [0.021, -1.300, 1.758], [-0.486, -1.083, 3.108], [-0.055, -0.235, 0.774], [0.357, -0.451, -0.456], [-0.653, 1.001, 1.182], [-2.051, 1.278, 0.910], [0.051, 1.862, 2.121], [0.398, -3.353, 2.248], [1.525, -2.616, 1.066], [-0.179, -3.045, 0.588], [0.129, -0.328, 3.634], [-1.545, -0.749, 3.066], [-0.459, -2.005, 3.725], [0.765, -1.365, -0.681], [-2.609, 1.358, 1.867], [-2.162, 2.236, 0.363], [-2.519, 0.458, 0.333], [1.085, 1.493, 2.301], [0.118, 2.898, 1.740], [-0.492, 1.896, 3.089]], "forces_ev_per_angstrom": [[-0.379, 1.404, 0.878], [0.344, -1.436, -0.892], [-0.455, 0.946, -4.702], [-2.839, 0.558, -0.020], [6.722, -1.168, 0.451], [0.015, 4.925, 3.419], [0.075, -1.638, -1.533], [-5.424, -2.246, 1.244], [1.871, 0.887, -0.610], [-0.811, 2.510, -5.999], [0.415, -1.189, 3.113], [0.109, -0.674, -0.010], [0.023, -0.614, -0.352], [-0.343, -0.166, 0.905], [-0.217, -0.238, 0.501], [-0.418, -0.359, 3.358], [1.402, -2.994, -0.006], [0.018, -0.671, 0.693], [-0.797, -0.182, -0.231], [0.786, 0.220, 0.409], [-0.040, 0.820, -0.409], [-0.520, 0.031, 0.052], [0.438, 0.232, 0.345], [-0.291, -0.216, -0.301], [0.531, -0.022, 0.000], [0.082, 0.533, -0.695], [-0.155, 0.459, 0.673], [0.367, 0.214, -0.286], [0.041, -0.292, 0.421], [0.500, 0.486, 0.310], [-0.818, 0.150, -0.300], [-0.276, -0.328, 0.097], [0.043, 0.056, -0.520]]}

(4)
{"formula": "C31H30BIO19", "method": "ωB97M-V with the def2-TZVPD basis set", "charge": -2, "homo_lumo_gap_ev": 2.21, "e_lumo_ha": 0.0565, "symbols": ["C", "C", "C", "I", "B", "C", "C", "C", "O", "C", "O", "O", "H", "H", "H", "H", "H", "H", "H", "H", "H", "H", "H", "H", "H", "H", "C", "C", "C", "O", "C", "C", "C", "O", "O", "O", "H", "H", "H", "H", "C", "C", "C", "O", "C", "C", "C", "O", "O", "O", "H", "H", "H", "H", "C", "C", "C", "O", "C", "C", "C", "O", "O", "O", "H", "H", "H", "H", "C", "C", "C", "O", "C", "C", "C", "O", "O", "O", "H", "H", "H", "H"], "coordinates": [[1.996, 2.115, -2.488], [1.502, 1.490, -3.815], [1.257, -0.037, -3.757], [1.248, -0.928, -5.781], [-0.031, -0.552, -2.870], [-1.499, -0.100, -3.422], [-1.971, 1.355, -3.211], [-2.159, 2.162, -4.572], [-1.184, 2.146, -2.336], [0.185, -0.353, -1.227], [1.333, -0.501, -0.729], [-0.828, -0.097, -0.452], [2.996, 1.744, -2.189], [2.148, 3.204, -2.694], [1.264, 2.068, -1.668], [2.312, 1.668, -4.565], [0.632, 2.059, -4.190], [2.150, -0.481, -3.274], [-0.002, -1.771, -2.989], [-1.529, -0.315, -4.518], [-2.256, -0.778, -2.987], [-3.003, 1.318, -2.785], [-3.186, 2.591, -4.590], [-1.949, 1.553, -5.466], [-1.482, 3.042, -4.581], [-1.711, 2.780, -1.839], [-1.697, 5.530, 0.599], [-0.810, 6.368, 1.139], [0.245, 5.893, 2.088], [1.041, 6.704, 2.538], [0.268, 4.481, 2.433], [-0.620, 3.631, 1.898], [-1.663, 4.104, 0.931], [-2.437, 3.298, 0.468], [-0.617, 2.330, 2.198], [-0.813, 7.684, 0.861], [-2.463, 5.862, -0.088], [1.024, 4.152, 3.133], [-1.351, 1.934, 1.678], [-0.073, 8.057, 1.377], [-4.842, -4.191, 0.228], [-3.815, -3.363, -0.030], [-3.196, -3.286, -1.386], [-2.293, -2.510, -1.545], [-3.723, -4.163, -2.438], [-4.741, -4.985, -2.175], [-5.377, -5.043, -0.822], [-6.321, -5.805, -0.645], [-5.255, -5.812, -3.112], [-3.292, -2.566, 0.897], [-5.301, -4.256, 1.204], [-3.255, -4.110, -3.411], [-5.976, -6.291, -2.663], [-2.562, -2.063, 0.451], [0.165, 1.148, 7.297], [0.377, 1.364, 5.989], [1.684, 1.920, 5.494], [1.848, 2.083, 4.306], [2.710, 2.246, 6.486], [2.487, 2.031, 7.784], [1.198, 1.452, 8.274], [1.057, 1.260, 9.472], [3.405, 2.320, 8.721], [-0.563, 1.093, 5.081], [-0.767, 0.747, 7.669], [3.640, 2.661, 6.121], [2.995, 2.069, 9.571], [-0.181, 1.331, 4.208], [4.426, -3.801, -2.586], [4.465, -5.117, -2.375], [3.862, -5.738, -1.159], [3.915, -6.959, -1.032], [3.244, -4.869, -0.179], [3.196, -3.535, -0.373], [3.783, -2.911, -1.612], [3.718, -1.717, -1.768], [2.634, -2.732, 0.516], [5.051, -5.965, -3.248], [4.860, -3.344, -3.465], [2.827, -5.334, 0.703], [2.710, -1.814, 0.152], [4.937, -6.851, -2.858]], "forces_ev_per_angstrom": [[0.056, 0.850, -0.301], [0.782, -0.096, -0.927], [0.191, 0.750, 1.774], [0.092, 0.239, 0.109], [-0.209, -0.520, 0.147], [-0.060, 0.256, -0.367], [-1.655, 0.420, -0.923], [0.062, 0.309, 0.594], [0.797, 0.195, 0.099], [-1.205, 0.636, 0.968], [0.990, -0.343, 0.089], [0.362, -0.396, -0.690], [-0.685, -0.189, 0.026], [-0.096, -0.502, 0.069], [0.401, -0.411, -0.329], [-0.402, 0.069, 0.360], [0.166, -0.431, 0.271], [-0.342, 0.076, -0.578], [-0.019, -0.292, -0.033], [-0.003, 0.171, 0.521], [0.397, 0.406, -0.028], [0.560, -0.057, -0.029], [0.443, -0.364, -0.312], [-0.250, 0.225, 0.314], [-0.159, -0.528, 0.016], [-0.239, -0.454, -0.175], [-0.050, -0.143, 0.008], [-0.403, 0.260, -0.405], [0.290, -0.674, 0.318], [-0.205, 0.363, -0.157], [0.123, 0.494, 0.113], [0.538, -0.755, 0.521], [-0.102, 0.282, -0.290], [-0.145, -0.134, 0.118], [-0.744, 0.808, -0.325], [0.311, -0.203, 0.333], [0.033, -0.007, -0.024], [0.037, -0.056, -0.081], [0.421, -0.488, -0.288], [0.015, -0.040, -0.027], [-0.310, -0.350, -0.208], [-0.148, 0.239, 1.041], [0.058, -0.139, -0.480], [0.180, -0.081, 0.061], [-0.016, 0.010, -0.021], [0.257, 0.043, -0.484], [0.072, 0.291, 0.649], [-0.002, -0.152, -0.351], [-0.204, -0.006, 0.447], [0.175, -0.163, -0.867], [0.009, 0.019, -0.004], [0.013, 0.031, 0.017], [0.026, 0.041, 0.021], [0.050, 0.208, 0.105], [0.238, 0.072, 0.382], [-0.842, -0.340, -0.095], [0.400, 0.117, 0.067], [-0.254, -0.009, -0.033], [-0.071, -0.013, -0.139], [0.584, 0.253, -0.124], [-0.702, -0.262, -0.191], [0.356, 0.159, 0.108], [-0.473, -0.204, 0.116], [1.018, 0.409, 0.071], [0.001, -0.015, -0.043], [-0.006, -0.016, -0.004], [0.013, -0.009, -0.025], [-0.246, -0.066, -0.211], [-0.047, 0.004, 0.030], [0.232, 0.224, -0.493], [-0.475, 0.216, 0.728], [0.271, -0.136, -0.346], [0.299, -0.511, -0.358], [-0.553, 0.132, 0.909], [0.064, 0.088, -0.452], [0.348, -0.010, 0.300], [0.976, -0.056, -0.867], [-0.136, -0.197, 0.373], [-0.069, 0.009, -0.018], [-0.048, 0.049, -0.005], [-1.071, 0.351, -0.114], [-0.062, 0.047, 0.032]]}

(5)
{"formula": "C23H32N4O2", "method": "ωB97M-V with the def2-TZVPD basis set", "homo_lumo_gap_ev": 8.16, "smiles": "CC[C@@H]1CCCCN1CCCNC(=O)Cn1nc(-c2ccc(C)cc2)ccc1=O", "e_lumo_ha": -0.0032, "symbols": ["C", "H", "H", "H", "C", "H", "H", "C", "N", "C", "H", "H", "C", "H", "H", "C", "N", "C", "O", "C", "N", "N", "C", "C", "C", "C", "O", "H", "H", "C", "C", "C", "C", "C", "C", "H", "H", "C", "H", "H", "H", "H", "H", "H", "H", "H", "H", "H", "C", "C", "C", "C", "H", "H", "H", "H", "H", "H", "H", "H", "H"], "coordinates": [[-5.107, -2.126, -2.560], [-5.699, -3.018, -2.377], [-4.790, -2.140, -3.600], [-5.738, -1.257, -2.398], [-3.889, -2.080, -1.642], [-3.166, -1.362, -2.031], [-3.397, -3.056, -1.647], [-4.222, -1.738, -0.183], [-4.885, -0.445, -0.030], [-4.297, 0.673, -0.742], [-4.312, 0.453, -1.810], [-4.959, 1.531, -0.580], [-2.868, 1.075, -0.338], [-2.847, 1.377, 0.712], [-2.192, 0.226, -0.461], [-2.370, 2.235, -1.197], [-1.055, 2.672, -0.788], [0.049, 2.432, -1.508], [0.072, 1.924, -2.608], [1.339, 2.911, -0.804], [1.736, 2.007, 0.257], [2.717, 1.186, -0.050], [3.169, 0.329, 0.824], [2.603, 0.270, 2.131], [1.599, 1.121, 2.450], [1.096, 2.066, 1.485], [0.185, 2.867, 1.678], [1.128, 1.125, 3.420], [2.961, -0.456, 2.845], [4.261, -0.544, 0.388], [5.155, -1.111, 1.292], [6.179, -1.925, 0.847], [6.341, -2.198, -0.504], [5.449, -1.626, -1.407], [4.426, -0.810, -0.973], [3.735, -0.371, -1.674], [5.562, -1.826, -2.463], [7.458, -3.069, -0.991], [7.100, -3.768, -1.744], [8.235, -2.456, -1.449], [7.903, -3.629, -0.172], [6.867, -2.352, 1.564], [5.072, -0.900, 2.348], [2.146, 2.926, -1.537], [1.172, 3.902, -0.376], [-0.940, 2.993, 0.171], [-2.299, 1.932, -2.245], [-3.061, 3.080, -1.117], [-5.106, -0.145, 1.374], [-6.043, -1.169, 2.004], [-5.422, -2.553, 1.883], [-5.133, -2.820, 0.412], [-6.076, -2.821, -0.134], [-4.657, -3.795, 0.288], [-6.095, -3.315, 2.281], [-4.493, -2.591, 2.457], [-6.998, -1.150, 1.477], [-6.219, -0.910, 3.050], [-5.552, 0.851, 1.441], [-4.161, -0.137, 1.946], [-3.270, -1.751, 0.386]], "forces_ev_per_angstrom": [[0.212, -0.002, 0.045], [-0.122, -0.054, -0.015], [-0.043, -0.018, -0.103], [-0.133, 0.086, -0.035], [-0.127, 0.158, 0.142], [0.098, -0.016, -0.015], [0.083, 0.055, 0.032], [0.004, -0.342, -0.193], [-0.043, -0.078, 0.061], [0.322, 0.124, 0.063], [-0.031, 0.065, -0.066], [0.012, -0.010, -0.092], [-0.316, 0.037, -0.237], [0.050, -0.047, 0.057], [0.079, -0.014, 0.045], [-0.073, -0.235, -0.022], [-0.484, 0.159, 0.317], [0.460, 0.385, 0.375], [0.089, -0.234, -0.416], [-0.297, 0.252, -0.491], [-0.309, 0.043, 0.599], [0.831, -0.670, -0.199], [-0.479, 0.538, -0.065], [-0.384, 0.346, 0.036], [0.262, -0.247, 0.028], [0.148, -0.027, -0.119], [-0.093, 0.168, 0.256], [-0.040, 0.004, 0.043], [0.021, -0.052, 0.068], [0.388, -0.303, -0.193], [-0.222, 0.164, -0.100], [0.064, -0.081, -0.099], [-0.046, 0.027, 0.085], [0.043, 0.003, 0.087], [-0.043, 0.002, 0.134], [-0.056, 0.019, -0.090], [-0.007, -0.028, -0.117], [0.035, 0.038, -0.028], [0.035, -0.078, -0.038], [0.089, -0.033, -0.036], [0.056, -0.062, 0.008], [0.068, -0.047, 0.054], [-0.020, 0.014, 0.108], [-0.162, -0.009, 0.150], [0.077, -0.098, -0.014], [0.160, -0.044, -0.233], [-0.081, 0.086, 0.079], [0.001, -0.061, -0.087], [-0.330, -0.012, 0.082], [0.297, 0.037, 0.128], [-0.243, 0.021, -0.160], [0.316, 0.085, 0.228], [-0.047, -0.053, -0.099], [0.003, -0.049, -0.068], [0.047, -0.030, 0.059], [0.031, -0.036, 0.053], [-0.073, 0.046, 0.006], [-0.046, 0.024, 0.020], [0.080, 0.023, 0.024], [-0.025, 0.062, -0.009], [-0.082, 0.002, -0.035]]}